Below is a 10-piece molecular cluster, C42H53N10O17 overall, with properties calculated with ωB97M-V/def2-TZVPD.

Atoms and positions in Å:
N  -0.80380  -0.96725  -0.59907
O  -0.15480  0.14175  -0.66507
O  -1.98880  -1.00325  -0.96207
O  -0.29380  -1.96425  0.04393
C  3.62320  -2.12525  -0.99107
C  4.96620  -2.14325  -1.85907
C  5.93720  -3.37625  -1.71507
C  5.59920  -4.45525  -0.57807
C  4.20420  -4.42525  0.09693
C  3.31920  -3.20825  -0.04907
N  6.51820  -5.56725  -0.36507
O  6.14320  -6.47925  0.45993
O  7.61720  -5.62925  -1.00307
H  3.07120  -1.18525  -1.00407
H  5.14920  -1.40025  -2.42007
H  6.91620  -3.27325  -2.18707
H  3.81420  -5.25425  0.81393
H  2.41820  -3.05625  0.46493
C  -2.11180  1.44175  3.60493
C  -2.25980  1.52675  2.07193
C  -3.61580  1.95775  1.54493
C  -4.72880  2.45875  2.45793
C  -4.58080  2.21175  3.91993
C  -3.19380  1.72475  4.48193
N  -6.03480  2.84275  1.90593
O  -6.94180  3.22275  2.79793
O  -6.31080  2.63275  0.70193
H  -1.15680  1.27875  4.21293
H  -1.38180  1.34575  1.41393
H  -3.84280  2.12175  0.44593
H  -5.31480  2.38775  4.71993
H  -3.07380  1.68575  5.59093
C  2.19420  3.90475  0.82493
C  0.66420  3.54575  0.53393
C  -0.36880  4.30775  1.45893
C  0.05320  5.39675  2.42393
C  1.48820  5.64475  2.58693
C  2.60220  4.89375  1.81093
N  -0.94880  5.93075  3.30793
O  -0.67980  7.16175  3.81593
O  -1.97080  5.27575  3.56593
H  2.86820  3.31775  0.29993
H  0.39720  2.62575  0.13193
H  -1.35880  3.93075  1.23793
H  1.69620  6.49575  3.20693
H  3.52120  5.03275  2.09993
C  2.16220  0.18675  2.28493
C  3.43120  1.09175  2.64793
C  3.85420  0.88275  4.16293
C  2.84620  0.09875  5.19293
C  1.58120  -0.63925  4.67093
C  1.36620  -0.54625  3.16193
N  3.10520  0.06575  6.65793
O  4.28220  0.43875  7.02193
O  2.26820  -0.40825  7.35093
H  1.89820  0.31375  1.19293
H  3.90420  1.95875  1.96893
H  4.58520  1.50575  4.64993
H  1.06120  -1.31525  5.35893
H  0.63620  -1.28625  2.64793
C  -5.51680  -1.18325  1.95593
C  -4.27880  -1.69425  1.29593
C  -3.07180  -1.92825  2.24993
C  -3.08780  -1.89225  3.73193
C  -4.52280  -1.40325  4.38693
C  -5.59880  -1.08225  3.32893
N  -1.95980  -2.23525  4.69393
O  -2.04880  -2.19125  5.91593
O  -0.89480  -2.52925  4.09193
H  -6.46980  -1.07025  1.55893
H  -4.16580  -2.02225  0.21293
H  -2.13180  -2.45725  1.87893
H  -4.44080  -1.23025  5.58693
H  -6.72280  -0.67525  3.54493
C  -2.90380  -6.52925  -1.85407
O  -2.70280  -7.75925  -1.72207
N  -1.91180  -5.68325  -1.91807
C  -2.07880  -4.19725  -1.96307
C  -0.57280  -6.13525  -1.53407
H  -3.86980  -6.17125  -1.79707
H  -1.90380  -3.80125  -0.87707
H  -3.10080  -3.97325  -2.25707
H  -1.49780  -3.77825  -2.87807
H  0.08020  -5.26025  -1.43407
H  -0.08680  -6.78925  -2.30007
H  -0.43280  -6.81425  -0.62407
C  -1.54180  -1.11425  -4.25607
O  -2.46080  -1.71525  -4.81307
N  -0.31480  -1.09825  -4.62607
C  0.66420  -0.76025  -3.60007
C  0.16520  -1.25825  -5.95507
H  -1.72680  -0.66425  -3.50807
H  0.54820  -1.22725  -2.64107
H  0.57220  0.37875  -3.17607
H  1.65520  -0.84225  -4.03607
H  0.04920  -2.19225  -6.42907
H  1.07820  -0.98325  -6.33507
H  -0.47680  -0.74925  -6.47507
C  3.23420  1.38575  -1.63207
O  4.23620  0.83075  -1.03207
N  3.35320  1.96575  -2.88907
C  2.18820  2.54075  -3.67607
C  4.62520  2.01675  -3.67307
H  2.32020  1.55975  -1.19107
H  1.31920  2.58575  -2.86807
H  1.91520  2.00575  -4.39107
H  2.47820  3.54675  -3.91407
H  5.40820  1.65675  -2.96607
H  4.75920  3.16075  -3.71607
H  4.52220  1.55275  -4.60207
C  -1.09580  4.32275  -3.60207
O  -0.61580  4.83575  -4.58107
N  -1.64780  3.11475  -3.62507
C  -2.21480  2.31675  -2.55907
C  -1.83880  2.46875  -4.97307
H  -1.02180  4.64475  -2.48607
H  -2.71880  3.07675  -1.67607
H  -1.59780  1.84375  -1.98307
H  -2.78680  1.37875  -2.91507
H  -2.65580  1.79175  -4.91607
H  -0.92080  1.76075  -5.42107
H  -2.20980  3.06875  -5.76507

Output
- Largest force on an atom: 13.364 eV Å⁻¹
- Energy above the lowest of the compared OMol25 structures with the same formula, charge and spin: 33.0 kcal per mole
- Highest occupied orbital energy: -7.247 eV
- Charge: -1
- Molecular weight: 969.9 g mol⁻¹

=====

Below is C42H54BClN5O4S2SbV as an isolated structure, with properties calculated with ωB97M-V/def2-TZVPD.

Atoms and positions in Å:
V  0.77398  -1.39283  0.54148
C  -1.31794  1.06650  6.79172
C  -0.72801  1.49637  5.45609
C  -0.09964  0.36247  4.65924
N  -1.11215  -0.62565  4.29620
C  -0.88489  -1.64417  3.45614
S  0.75649  -2.05136  3.08019
N  -1.91479  -2.32746  2.94070
C  -3.32952  -1.96697  3.03275
O  -3.93536  -1.83307  1.95326
C  -3.90657  -1.82100  4.32731
C  -5.20998  -1.24007  4.44806
C  -5.81900  -1.10608  5.67229
C  -5.21162  -1.56355  6.85185
C  -3.96218  -2.19205  6.74290
C  -3.32121  -2.32328  5.53347
H  -1.76853  1.91248  7.31603
H  -0.54286  0.64660  7.43972
H  -2.08827  0.30307  6.67594
H  0.05072  2.24836  5.60875
H  -1.49403  1.98124  4.84336
H  0.68416  -0.12427  5.24328
H  0.37662  0.74770  3.75545
H  -2.08366  -0.35552  4.39736
H  -1.67442  -2.87921  2.11522
H  -5.70697  -0.91205  3.54274
H  -6.80021  -0.64248  5.72228
H  -5.70134  -1.45731  7.81155
H  -3.48354  -2.59550  7.63019
H  -2.36753  -2.83352  5.48641
B  2.09664  2.97720  2.09622
C  1.71526  1.57383  1.45081
N  1.43410  0.53344  1.03566
H  1.14906  3.30926  2.79022
H  2.27425  3.76718  1.19037
H  3.09957  2.81793  2.76051
N  3.89832  -2.16542  -0.03690
C  2.78506  -1.93189  0.19370
Cl  1.72499  -6.54089  -0.84110
C  1.44479  -4.98317  0.01152
C  0.01355  -4.45812  -0.06992
O  -0.91174  -5.15382  -0.46624
O  -0.08662  -3.26036  0.39171
H  1.68611  -5.14353  1.06044
H  2.15849  -4.27136  -0.38448
C  0.06167  5.41239  -2.48434
C  -0.39756  4.35786  -1.51490
C  -0.17342  3.01204  -1.78253
C  -0.52955  2.02936  -0.87270
C  -1.14227  2.39983  0.31171
C  -1.37701  3.73410  0.60438
C  -1.00806  4.70559  -0.31348
S  -1.54200  1.13968  1.51901
C  -3.32029  1.17516  1.38039
O  -1.18487  -0.19783  0.94489
H  -0.19337  5.14486  -3.51144
H  1.14764  5.53115  -2.43936
H  -0.38794  6.38076  -2.26128
H  0.30994  2.72326  -2.71196
H  -0.31258  0.99004  -1.06095
H  -1.81368  4.02319  1.55394
H  -1.17205  5.75180  -0.08075
H  -3.61299  1.15895  0.33260
H  -3.71455  2.05593  1.88904
H  -3.65672  0.25559  1.86656
C  6.07801  -0.01193  -3.91931
C  5.32935  -0.17233  -2.60506
Sb  3.26514  0.47557  -2.55484
C  3.08522  1.26514  -4.57051
C  3.48756  2.70031  -4.88197
C  3.64457  2.26974  -1.41959
C  4.85708  3.13812  -1.72655
H  7.12578  -0.31895  -3.82787
H  6.07273  1.02261  -4.27432
H  5.63931  -0.62050  -4.71494
H  5.83573  0.36806  -1.80232
H  5.30091  -1.21640  -2.28848
H  2.02704  1.11575  -4.80568
H  3.62588  0.56597  -5.21550
H  2.98740  3.41396  -4.22094
H  3.23318  2.98158  -5.91056
H  4.56128  2.85817  -4.75861
H  3.71232  1.88396  -0.40033
H  2.73082  2.86578  -1.42364
H  5.77967  2.55377  -1.78552
H  5.00420  3.88671  -0.94123
H  4.75499  3.67284  -2.67234
N  0.22690  -1.26426  -1.18147
C  -0.44865  -1.62067  -2.18541
C  -1.92201  -1.85671  -2.14183
C  -2.40628  -3.14174  -2.37271
C  -3.76655  -3.39347  -2.29163
C  -4.65287  -2.36325  -2.01038
C  -4.17389  -1.08094  -1.79733
C  -2.81134  -0.83057  -1.85282
C  0.27346  -1.89044  -3.47760
C  -0.32916  -1.67401  -4.71127
C  0.37955  -1.89549  -5.88576
C  1.68528  -2.36074  -5.82831
C  2.28585  -2.59932  -4.59770
C  1.58610  -2.35813  -3.42546
H  -1.71460  -3.95618  -2.54432
H  -4.12830  -4.40640  -2.41906
H  -5.71394  -2.56637  -1.92927
H  -4.86031  -0.27886  -1.55085
H  -2.43066  0.16454  -1.65777
H  -1.35467  -1.32514  -4.74839
H  -0.08992  -1.71013  -6.84489
H  2.23276  -2.54669  -6.74551
H  3.30274  -2.96888  -4.54387
H  2.05249  -2.50547  -2.45955

Output
- Largest force on an atom: 0.788 eV Å⁻¹
- 2S+1: 4
- Energy above the lowest of the compared OMol25 structures with the same formula, charge and spin: 1.9 kcal per mole
- Highest occupied orbital energy (spin up / spin down): -0.516 / -3.380 eV
- Charge: -2
- Molecular weight: 976.0 g mol⁻¹